Record 1
18
Properties=species:S:1:pos:R:3:forces:R:3:mulliken_charge:R:1 method="wB97M-V/def2-TZVPD" orbital_gap_ev=11.6 charge=+1 multiplicity=1 lumo_ev=-3.587 homo_energy_ev=-15.234 relative_energy_ev=0.701
C -1.341 0.809 0.581 0.9 -0.7 1.4 -0.18
N -0.474 0.128 1.239 0.4 0.1 -0.1 -0.01
H -2.029 1.327 1.235 -0.4 0.3 -0.7 0.36
H -1.216 0.867 -0.484 -0.2 0.3 -0.1 0.30
H 0.238 -0.411 0.766 0.0 0.2 -0.3 0.20
H -0.437 0.071 2.246 -0.4 0.2 0.1 0.26
H 2.182 3.001 0.996 0.3 -0.6 0.2 0.31
H 0.914 3.075 0.308 -0.3 -0.4 -0.2 0.32
O 1.491 2.395 0.686 0.0 1.0 0.0 -0.60
H -0.346 -1.216 -2.142 0.2 0.0 -0.1 0.28
H 0.843 -1.368 -1.138 -0.1 0.1 -0.3 0.32
O -0.057 -0.989 -1.253 0.0 -0.3 0.1 -0.60
H -3.566 -1.005 -0.276 0.0 -0.2 -0.1 0.30
H -2.080 -1.495 -0.392 0.4 -0.6 -0.4 0.33
O -2.656 -0.839 -0.015 -0.9 0.5 0.5 -0.56
H 2.902 -0.564 -1.310 0.0 -0.1 -0.1 0.35
H 3.049 -1.439 -0.089 0.1 -0.3 0.0 0.33
O 2.594 -1.401 -0.937 0.1 0.3 0.2 -0.70

---

Record 2
127
Properties=species:S:1:pos:R:3:forces:R:3:mulliken_charge:R:1 method="wB97M-V/def2-TZVPD" orbital_gap_ev=6.5 charge=0 multiplicity=1 lumo_ev=0.079 homo_energy_ev=-6.450 relative_energy_ev=1.167
Y 1.085 0.306 0.049 0.3 -0.3 0.7 0.74
C 2.000 -3.577 3.651 0.1 0.1 -0.1 -1.04
N 1.896 -3.288 2.224 0.3 -0.2 0.2 1.11
C 3.075 -3.648 1.423 0.0 0.0 0.1 -0.89
P 0.521 -3.011 1.424 -0.6 0.2 0.0 -1.31
O 0.573 -2.092 0.267 0.2 -0.1 0.2 -0.12
O -0.426 -2.420 2.600 0.0 0.0 -0.2 -1.12
P -1.142 -0.972 2.622 0.2 0.0 -0.1 -0.84
O -0.509 0.048 1.740 -0.2 -0.4 0.5 0.66
N -2.679 -1.353 2.252 -0.4 0.0 0.1 1.18
C -3.235 -2.665 1.951 -0.1 0.1 0.0 -0.80
C -3.674 -0.316 2.550 0.0 -0.1 0.0 -1.03
N -1.038 -0.494 4.173 -0.1 0.3 0.2 0.93
C -1.658 -1.296 5.222 0.1 0.1 0.0 -1.18
C -0.634 0.861 4.551 0.0 -0.1 0.1 -0.72
N -0.268 -4.402 0.986 0.2 -0.2 -0.2 0.71
C -0.049 -4.894 -0.390 0.0 0.0 0.2 -0.72
C -0.273 -5.474 1.984 -0.1 0.1 -0.1 -1.06
H 2.777 -2.946 4.087 0.0 0.0 0.0 0.28
H 2.270 -4.624 3.813 0.0 0.0 0.0 0.33
H 1.067 -3.369 4.167 0.0 0.0 0.0 0.21
H 3.955 -3.188 1.868 0.0 0.0 0.0 0.46
H 2.992 -3.241 0.416 0.0 0.0 0.0 0.01
H 3.217 -4.735 1.390 0.0 0.0 0.0 0.23
H -2.451 -3.386 1.738 0.0 0.0 0.0 -0.01
H -3.879 -2.591 1.071 0.0 0.0 0.0 0.27
H -3.842 -3.030 2.788 0.0 0.0 0.0 0.31
H -3.197 0.655 2.681 0.0 0.0 0.0 0.23
H -4.230 -0.560 3.463 0.0 0.0 0.0 0.37
H -4.377 -0.225 1.724 0.0 0.0 -0.1 0.24
H -1.940 -2.278 4.842 0.0 0.0 0.0 0.21
H -2.555 -0.808 5.616 0.0 0.0 0.0 0.36
H -0.955 -1.441 6.045 0.0 0.0 0.0 0.38
H -0.184 1.369 3.702 0.0 0.0 0.0 -0.05
H 0.105 0.820 5.355 0.0 0.0 0.0 0.35
H -1.496 1.440 4.898 0.0 0.0 0.0 0.28
H 0.097 -4.060 -1.070 0.0 0.0 0.0 0.05
H -0.928 -5.454 -0.715 0.0 0.0 0.0 0.34
H 0.824 -5.554 -0.448 0.0 0.0 0.0 0.31
H 0.706 -5.956 2.083 0.0 0.0 0.0 0.29
H -0.997 -6.231 1.681 0.0 0.0 0.0 0.43
H -0.577 -5.093 2.960 0.0 0.0 0.0 0.20
Br 6.050 0.838 -4.962 0.0 0.0 0.0 -0.20
C 5.136 0.295 -3.401 -0.1 0.0 0.1 0.28
C 5.761 -0.494 -2.447 -0.1 0.0 0.0 0.17
Br 7.541 -1.076 -2.702 0.0 0.0 0.0 -0.21
C 5.056 -0.873 -1.291 -0.1 0.1 0.0 -0.09
Br 5.903 -1.840 0.102 0.0 0.0 0.0 -0.18
C 3.721 -0.519 -1.091 0.2 -0.1 0.3 -0.44
O 3.025 -0.793 0.000 0.2 0.1 -0.5 0.45
C 3.068 0.224 -2.115 0.0 0.1 -0.1 -0.22
O 1.788 0.500 -1.921 0.9 -0.1 -0.8 0.20
C 3.797 0.674 -3.206 0.1 -0.1 -0.1 0.04
Br 2.912 1.848 -4.392 0.1 0.0 0.0 -0.13
N -1.504 0.868 -2.290 -0.1 -0.2 0.0 -0.27
P -0.639 -0.630 -2.307 -0.8 0.4 -0.3 0.96
C -2.052 -1.804 -2.545 0.2 -0.2 0.2 -0.79
C -2.376 -2.628 -1.466 0.0 0.1 0.1 1.26
C -3.469 -3.486 -1.521 0.0 0.0 -0.1 -0.87
C -4.256 -3.525 -2.662 0.0 0.1 0.0 -0.92
C -3.941 -2.712 -3.748 0.0 0.0 0.0 -0.88
C -2.842 -1.866 -3.694 0.0 0.0 0.0 -0.21
C 0.078 -0.657 -3.978 0.0 -0.1 0.1 0.33
C -0.177 0.311 -4.938 -0.1 0.1 0.0 -0.16
C 0.381 0.201 -6.206 0.0 0.0 0.0 -0.72
C 1.213 -0.865 -6.512 0.0 0.0 0.0 -0.61
C 1.496 -1.822 -5.544 0.0 0.0 0.0 -0.61
C 0.930 -1.717 -4.283 0.0 0.0 0.0 -0.53
P -1.672 1.696 -0.811 -0.5 0.0 -0.4 0.74
C -3.477 1.480 -0.457 0.0 0.0 0.1 0.78
C -4.206 0.417 -0.987 -0.1 0.0 0.1 -0.08
C -5.561 0.265 -0.701 0.1 0.0 0.0 -0.63
C -6.204 1.169 0.131 0.0 0.0 0.0 -0.67
C -5.485 2.230 0.674 0.0 0.0 0.0 -0.70
C -4.138 2.383 0.382 0.0 0.0 0.0 -0.91
C -1.727 3.465 -1.284 0.1 0.0 0.1 0.62
C -1.384 4.409 -0.318 0.0 0.0 0.0 -0.42
C -1.406 5.765 -0.613 0.0 0.0 0.0 -0.73
C -1.753 6.189 -1.888 0.0 0.0 0.0 -0.70
C -2.074 5.251 -2.863 0.0 0.0 0.0 -0.73
C -2.060 3.895 -2.562 -0.1 0.1 -0.1 -0.64
H -2.256 0.963 -2.964 0.0 0.1 -0.1 0.70
H -1.768 -2.576 -0.567 -0.1 0.0 -0.1 0.20
H -3.709 -4.120 -0.675 0.0 0.0 0.0 0.54
H -5.108 -4.193 -2.713 0.0 0.0 0.0 0.43
H -4.549 -2.746 -4.643 0.0 0.0 0.0 0.43
H -2.598 -1.255 -4.557 0.0 0.0 0.0 0.47
H -0.774 1.182 -4.688 0.0 -0.1 0.0 0.14
H 0.186 0.967 -6.948 0.0 0.0 0.0 0.42
H 1.662 -0.937 -7.495 0.0 0.0 0.0 0.37
H 2.173 -2.637 -5.767 0.0 0.0 0.0 0.44
H 1.169 -2.452 -3.520 0.0 0.0 0.0 0.30
H -3.726 -0.304 -1.633 0.0 0.0 0.0 -0.04
H -6.111 -0.563 -1.135 0.0 0.0 0.0 0.44
H -7.259 1.056 0.349 0.0 0.0 0.0 0.38
H -5.980 2.946 1.320 0.0 0.0 0.0 0.41
H -3.600 3.229 0.798 0.0 0.0 0.0 0.43
H -1.059 4.078 0.665 0.0 0.0 0.0 0.39
H -1.122 6.488 0.143 0.0 0.0 0.0 0.44
H -1.755 7.245 -2.128 0.0 0.0 0.0 0.38
H -2.329 5.576 -3.866 0.0 0.0 0.0 0.44
H -2.300 3.178 -3.340 0.0 0.0 0.0 0.18
C 2.581 -0.134 3.132 -0.1 -0.3 -0.1 0.09
Si 3.054 1.590 2.585 -0.1 0.0 0.1 0.15
C 2.688 2.718 4.048 -0.1 0.2 0.2 -1.25
C 4.899 1.516 2.352 0.3 0.0 -0.2 -0.96
N 2.157 1.998 1.167 0.1 0.5 -0.2 1.49
C 2.400 3.230 0.562 0.1 0.0 0.4 0.96
C 3.250 4.244 1.052 0.0 0.0 0.1 -0.56
C 3.446 5.448 0.389 0.0 0.0 0.0 -1.19
C 2.799 5.720 -0.809 0.0 0.0 0.0 -0.89
C 1.941 4.757 -1.325 0.1 0.1 -0.1 -0.76
C 1.775 3.585 -0.633 0.0 0.1 -0.1 -0.65
F 0.905 2.675 -1.155 -0.2 -0.1 0.1 0.32
H 3.178 -0.380 4.018 0.0 0.0 -0.1 0.69
H 2.838 -0.856 2.346 0.0 0.0 0.1 -0.59
H 1.528 -0.248 3.402 0.1 0.0 0.0 -0.25
H 2.860 2.173 4.985 0.0 0.1 -0.1 0.35
H 1.648 3.069 4.040 0.1 0.0 0.0 0.27
H 3.332 3.603 4.061 -0.1 -0.1 0.0 0.40
H 5.386 1.281 3.306 0.0 0.0 -0.1 0.37
H 5.321 2.453 1.977 0.0 -0.1 0.0 0.36
H 5.151 0.725 1.635 0.0 0.1 0.1 0.05
H 3.779 4.078 1.983 0.0 0.0 -0.1 0.17
H 4.119 6.181 0.818 0.0 0.0 0.0 0.41
H 2.959 6.655 -1.332 0.0 0.0 0.0 0.42
H 1.399 4.894 -2.255 0.0 0.0 0.1 0.53